Below is a 13-piece molecular cluster, C40H112N14O19 overall at a distorted geometry, with properties calculated with ωB97M-V/def2-TZVPD.

Calculated values
HOMO = -8.477 eV
strongest force on any atom = 2.463 eV Å⁻¹
frontier orbital gap = 8.61 eV
LUMO level = 0.14 eV
calculated total energy = -103057.872 eV
relative energy (zero: lowest compared OMol25 entry of this formula, charge and spin) = 0.000 eV

```
185
C40H112N14O19 (ωB97M-V/def2-TZVPD)
H -11.363 -12.386 -10.245
H -17.134 -10.670 -8.178
H -7.627 -7.311 -14.713
H -7.559 -8.965 -16.669
H -10.121 -6.823 -7.790
H -3.514 -4.768 -6.595
H -8.990 -9.784 -11.988
H -8.217 -5.945 -12.069
H -15.976 -3.211 -12.000
H -16.534 -0.601 -6.564
C -10.848 -6.120 -14.049
C -7.035 -13.495 -7.029
C -13.148 -1.911 -8.341
O -21.155 -5.247 -14.167
C -15.728 -1.188 -6.997
H -15.065 -7.530 -10.817
H -12.794 -6.784 -10.722
H -9.279 -14.506 -14.252
C -14.018 -4.978 -13.927
H -8.015 -6.524 -17.345
C -8.629 -9.037 -16.460
C -11.440 -3.458 -4.740
C -13.231 -1.998 -10.725
H -7.358 -5.262 -10.641
H -15.940 -7.525 -5.412
H -8.658 -14.176 -12.611
H -15.620 -5.319 -9.757
H -13.917 -2.703 -8.377
N -8.691 -9.454 -14.032
H -17.058 -5.858 -12.574
H -15.555 -7.453 -7.895
H -15.489 -10.480 -8.608
H -12.560 -0.019 -14.074
H -11.514 -8.557 -11.982
H -12.585 -2.868 -10.575
C -7.649 -11.292 -7.590
H -10.387 -3.656 -4.919
H -8.104 -5.615 -6.402
H -7.548 -11.580 -13.141
H -7.872 -9.254 -8.094
N -10.971 -9.356 -9.297
C -12.901 -1.323 -12.038
C -15.753 -3.639 -12.978
H -12.674 -7.648 -12.917
N -14.251 -6.332 -5.902
N -10.890 -11.553 -9.954
O -4.371 -6.334 -4.827
H -12.204 -2.458 -8.214
C -17.046 -4.135 -13.597
C -7.529 -7.961 -10.674
O -12.283 -4.552 -4.974
C -9.009 -10.011 -15.338
H -8.538 -7.979 -11.107
H -3.889 -5.835 -7.915
H -11.001 -5.256 -13.397
O -14.796 -4.670 -12.783
H -18.599 -6.278 -14.254
C -11.712 -7.568 -12.393
H -16.656 -9.258 -9.111
H -11.325 -8.417 -9.317
O -16.051 -9.306 -7.043
N -13.081 -1.117 -9.567
H -9.951 -6.237 -10.812
H -11.558 -3.174 -3.681
H -9.681 -5.980 -17.004
N -7.550 -10.329 -9.855
O -14.611 -0.341 -7.165
H -15.444 -10.732 -12.175
H -10.091 -10.183 -15.422
H -19.323 -6.418 -12.684
O -9.252 -7.789 -16.214
O -15.111 -5.877 -10.354
O -8.844 -5.279 -8.341
C -8.654 -13.845 -13.658
O -6.883 -12.422 -7.923
H -16.057 -1.600 -7.956
H -12.653 -0.184 -7.173
O -6.745 -6.935 -14.605
H -8.668 -12.054 -11.838
H -10.967 -7.240 -4.035
C -15.169 -8.226 -7.216
H -13.849 -0.454 -9.511
C -7.854 -5.742 -7.466
C -21.085 -5.913 -15.414
H -7.465 -11.029 -6.536
H -10.806 -4.543 -9.682
H -9.133 -9.491 -17.331
H -11.280 -5.959 -4.829
H -20.143 -4.081 -12.872
H -8.719 -11.554 -7.635
C -8.611 -11.651 -12.858
H -9.153 -8.553 -13.964
C -11.673 -10.428 -9.765
H -13.121 -1.507 -6.201
H -11.664 -2.498 -5.220
H -13.689 -6.005 -13.807
C -9.056 -6.845 -17.227
N -10.775 -6.576 -10.321
O -16.531 -7.818 -12.845
H -6.507 -14.351 -7.430
H -14.542 -8.350 -5.117
C -13.368 -1.014 -7.148
C -9.203 -10.277 -12.943
H -7.193 -11.264 -10.023
H -6.623 -5.304 -12.296
H -15.350 -2.866 -13.641
C -7.247 -5.824 -11.573
N -17.715 -5.091 -12.730
H -16.811 -4.613 -14.566
H -9.873 -5.878 -14.487
N -8.549 -9.724 -3.340
H -9.898 -11.404 -10.063
H -13.741 -1.283 -14.528
H -22.051 -6.386 -15.581
C -18.873 -5.691 -13.361
H -13.730 -3.865 -3.615
H -12.005 -5.531 -11.681
H -5.814 -9.291 -10.593
H -6.315 -7.521 -13.972
H -5.521 -8.284 -6.016
C -15.860 -8.689 -12.296
H -14.221 0.437 -14.359
H -8.562 -7.328 -3.990
C -10.998 -5.554 -9.288
N -15.986 -10.022 -12.637
H -7.708 -7.640 -9.630
C -4.465 -6.496 -6.032
O -9.227 -12.557 -13.760
H -14.232 -2.463 -10.719
H -8.089 -13.744 -6.851
O -6.690 -9.780 -4.648
H -17.630 -3.235 -13.799
H -9.981 -9.498 -9.173
H -6.194 -9.903 -8.270
C -11.895 -6.551 -11.291
O -10.657 -6.716 -4.780
H -8.431 -10.895 -15.607
H -13.652 -6.272 -3.895
H -20.903 -5.207 -16.232
H -11.947 -0.799 -11.919
H -7.074 -7.246 -4.835
O -12.866 -10.399 -10.055
H -14.548 -9.200 -10.767
N -5.125 -7.561 -6.597
H -7.698 -6.824 -7.573
C -7.264 -10.104 -8.414
C -19.933 -4.675 -13.770
H -10.307 -10.254 -12.917
H -14.250 -8.573 -7.719
H -6.934 -5.193 -7.652
H -14.566 -4.867 -14.867
H -11.541 -6.220 -14.885
C -13.628 -4.328 -4.604
H -9.318 -9.240 -2.921
H -16.388 -10.253 -13.524
C -13.594 -0.360 -13.959
H -12.032 -5.503 -8.930
O -6.637 -7.069 -11.287
H -13.163 -4.294 -13.986
C -14.935 -7.625 -5.851
N -7.725 -7.791 -4.302
C -7.612 -9.138 -4.158
C -6.912 -9.333 -10.683
H -5.194 -7.521 -7.597
H -14.118 -3.685 -5.343
H -8.374 -10.664 -3.039
H -7.613 -13.848 -14.001
H -15.323 -5.626 -4.199
N -3.886 -5.633 -6.933
H -10.592 -5.285 -7.185
C -14.306 -5.696 -4.571
H -19.557 -3.954 -14.505
H -9.371 -7.222 -18.211
O -10.669 -7.287 -13.301
C -10.133 -5.757 -8.066
H -13.270 -6.593 -5.991
N -15.018 -8.447 -11.256
H -6.970 -9.706 -11.718
H -15.496 -2.020 -6.324
O -13.934 -0.545 -12.601
H -20.329 -6.700 -15.404
H -6.624 -13.175 -6.061
C -16.365 -9.901 -8.274
H -15.112 -5.400 -11.209
H -12.697 -2.203 -12.675
```

These are the Mulliken partial charges, in e, on atoms 1 to 99: 0.248, 0.365, 0.279, 0.324, 0.110, 0.210, -1.043, -0.234, 0.235, 0.292, -0.852, -0.742, 0.160, -0.382, -0.461, -0.131, 0.496, 0.273, -0.731, 0.318, -0.876, -0.982, 0.551, 0.188, 0.400, 0.289, 0.242, 0.062, 0.362, 0.172, -0.002, 0.170, 0.319, -0.884, -0.611, -0.849, 0.298, 0.444, 0.451, -0.426, 0.090, -0.496, -0.619, 0.132, -0.054, -0.208, -0.644, 0.060, -0.705, 4.393, -0.392, -0.360, -1.571, 0.165, 0.321, 0.030, 0.328, -0.054, 0.204, -0.602, -0.455, -0.374, -0.432, 0.556, 0.237, 0.359, -0.433, 0.120, 0.322, 0.310, -0.065, -0.533, -0.414, -0.799, -0.397, 0.207, 0.358, -0.800, 0.495, 0.326, 0.474, 0.364, -0.325, -0.700, 0.410, 0.036, 0.463, 0.401, 0.303, 0.295, -1.122, -0.016, 0.373, 0.284, 0.189, -0.116, -0.882, 1.408, -0.653

=====

Below is a 17-piece molecular cluster, C40H122N8O21 overall at a distorted geometry, with properties calculated with ωB97M-V/def2-TZVPD.

Calculated values
HOMO = -9.029 eV
strongest force on any atom = 2.838 eV Å⁻¹
frontier orbital gap = 9.23 eV
LUMO level = 0.20 eV
calculated total energy = -98369.156 eV

```
191
C40H122N8O21 (ωB97M-V/def2-TZVPD)
H -1.027 4.610 1.464
N 6.048 -5.398 -1.400
H -0.868 5.358 -1.567
C 5.610 -4.203 -2.202
C -2.872 5.464 -5.839
H 1.716 -1.116 2.173
H 3.910 0.521 -4.304
H -2.913 -5.327 -2.658
C 4.092 1.778 -2.491
O 4.672 0.804 2.932
H 3.436 2.545 -2.080
O 0.820 1.311 -8.241
C -1.840 4.850 0.764
H -3.546 -0.892 -6.586
H 3.338 -0.974 0.842
H 2.474 1.192 0.236
H -3.395 3.488 5.751
O -2.905 -1.202 1.272
H 3.667 2.359 -4.462
H -0.024 -2.399 3.553
H 5.484 0.469 3.326
H -3.619 3.042 3.594
H 1.187 0.438 -8.404
H -0.650 0.925 8.005
O 4.314 -1.030 0.705
O 0.664 2.547 8.089
O 4.203 0.597 -1.710
H -1.255 2.697 -1.729
H -0.594 -0.723 5.684
H 6.238 -3.162 -3.958
H 0.661 0.735 -6.289
H 4.431 -0.781 -0.221
O -1.541 4.638 -3.980
H -0.560 -0.996 -0.508
H 1.090 2.082 0.864
N 1.600 -1.271 1.171
O -4.212 -3.712 -2.462
C -4.958 -0.580 3.455
C -2.885 0.215 -3.096
H -2.818 6.257 -6.589
H 3.638 -3.617 -3.086
H -0.534 -1.072 -7.019
O -0.244 -6.019 3.866
H -2.625 -0.287 1.378
H 2.879 -0.265 3.393
C 0.102 -0.125 -0.514
H 2.112 1.287 1.996
H 2.162 -4.213 2.773
H 5.948 -3.360 -1.590
H -3.120 3.522 -5.813
H -2.678 4.795 1.465
C -1.661 2.090 3.344
H -3.722 5.713 -5.190
H -0.665 6.992 -1.460
H -0.552 2.915 -6.901
H 3.614 2.765 4.697
H 3.933 1.601 7.163
H -2.754 -3.334 -0.365
O -2.033 -2.877 3.571
H -1.318 -5.682 -0.740
H -1.925 -1.757 5.798
H -3.964 0.066 -3.064
H 0.349 1.730 6.157
C -2.545 -0.458 -6.624
H 5.087 2.169 -2.734
O -0.081 -2.645 6.232
C -0.964 -2.032 3.973
H 0.379 2.480 -1.139
H -2.030 10.509 -0.266
H -3.372 0.555 5.245
H 1.169 -7.500 4.126
H 7.430 -4.355 -3.395
H -1.721 4.020 0.068
H 0.990 3.697 -6.700
H -4.444 -1.280 4.124
H -0.637 1.719 9.533
C 2.583 2.480 4.912
H 1.462 1.872 -3.656
H 0.783 -0.092 -1.363
C 1.084 -6.491 3.705
C -1.478 -1.580 -6.799
H 5.512 -5.360 -0.528
H -1.418 2.492 8.171
H -1.039 -7.675 2.815
H -5.870 -0.200 3.915
C -1.851 7.445 0.761
H 6.915 -5.023 -1.005
H -0.971 -3.836 -2.947
H 1.753 -3.488 -0.263
C 4.089 -4.241 -2.310
C 2.283 -4.226 3.862
H -3.011 -1.527 2.176
O 2.126 1.172 -3.675
H -1.150 -1.090 3.449
H -5.783 -4.681 -3.521
H -2.759 0.013 -8.699
C -2.257 -3.940 -1.126
H 2.516 1.459 8.034
C 2.109 -5.643 4.447
H 0.772 -2.210 6.315
H 2.177 1.544 -6.765
H 4.048 -5.862 4.986
C -2.410 0.479 -5.440
H -2.583 9.984 1.293
N -2.487 0.412 -7.809
H -1.421 0.932 -5.317
C 0.825 -0.049 0.841
C -4.834 -4.142 -3.635
H -3.266 1.153 -5.425
H 0.990 -2.078 1.072
H -4.796 1.482 4.856
H -0.049 0.013 1.509
H -0.205 3.565 -4.590
H -2.115 -6.373 3.086
H -1.955 1.544 2.448
H -4.021 -5.320 -1.261
H 0.061 -1.227 -4.603
H -1.814 -3.788 3.808
C -0.533 1.915 8.464
H 1.889 -5.442 5.500
H 1.668 -4.326 -1.675
H 3.759 -5.269 -2.493
H -0.539 -2.717 -1.677
C 2.276 -4.309 -0.766
H 3.275 -3.830 4.059
H -2.378 -0.262 -2.261
H 3.670 -0.043 -2.200
H 0.339 3.392 6.178
H -1.158 6.485 -4.946
C -1.064 -6.581 2.878
H 4.552 0.264 2.121
H -2.760 6.043 -0.691
H -1.957 -5.038 0.580
H 5.921 -4.773 -4.299
O -2.374 -0.407 -4.282
H -0.308 1.558 -2.436
C 3.512 1.443 -3.885
C 6.369 -4.156 -3.515
C 0.402 2.831 -6.369
N -1.411 -4.792 -0.244
C -1.380 -3.226 -2.140
C -2.929 2.410 4.164
N 3.431 -6.291 4.301
H -1.530 0.704 -7.986
N -0.711 6.128 -0.929
H 2.476 1.435 4.647
H 3.425 -7.260 4.617
H 2.122 -5.181 -0.131
H -1.404 -2.053 -5.816
H -0.981 1.405 3.849
H -0.875 -6.227 1.859
O 2.232 -0.717 3.958
C -3.806 1.202 4.473
H -0.894 7.458 1.296
H -0.842 9.794 0.913
C -0.882 -1.756 5.461
H 1.892 3.056 4.294
H 2.776 3.500 6.862
H 1.334 -6.433 2.642
C -3.348 -4.705 -1.868
C 0.838 2.555 6.692
H -5.167 -1.164 2.564
C -1.855 9.756 0.504
H -2.279 4.847 -3.400
H -1.849 3.709 5.214
C 1.692 1.178 0.998
H -1.283 3.087 3.122
N 2.935 1.426 7.111
H 1.454 -3.630 4.242
C 1.089 1.578 -6.843
C -0.526 1.938 -1.428
O 0.295 2.814 -4.968
C -1.512 5.469 -5.137
O -0.920 0.909 -0.538
O -2.081 8.519 -0.142
C -1.890 6.165 -0.036
C 2.350 2.601 6.406
O -4.036 0.495 3.256
H -2.607 1.271 -3.086
O 3.620 -3.921 -0.997
H -0.809 5.066 -5.863
O -3.190 4.238 -6.454
N -2.542 3.011 5.469
H -2.567 7.452 1.591
H 1.266 -0.570 -3.917
H -4.997 -3.270 -4.272
H 2.587 -0.615 4.851
H -1.708 -2.164 -7.684
O 0.839 -1.427 -4.068
H -4.231 -4.824 -4.251
H -2.097 -2.521 -2.572
```

These are the Mulliken partial charges, in e, on atoms 1 to 99: 0.286, -0.889, -0.015, 0.703, -0.507, -0.340, 0.398, 0.420, -0.536, -0.482, 0.217, -0.645, -1.270, 0.404, 0.497, -0.229, 0.291, -0.451, 0.340, -1.298, 0.271, 0.080, 0.362, 0.069, -0.903, -0.431, -0.571, 0.261, -0.650, 0.307, -0.190, 0.379, -0.544, -0.389, 0.291, -0.088, -0.215, -0.960, -0.317, 0.414, 0.219, 0.039, -0.283, 0.234, -0.270, -0.794, -0.210, -0.162, 0.260, 0.274, 0.433, 0.061, 0.277, 0.328, 0.324, 0.416, 0.238, -0.228, -0.603, 0.249, 0.378, 0.332, -0.441, 0.170, 0.437, -0.590, 3.037, 0.433, 0.240, 0.292, 0.294, 0.353, -0.158, 0.615, 0.413, 0.325, -0.351, -0.383, 0.309, -0.723, -0.781, 0.294, 0.252, 0.428, 0.374, -0.884, 0.308, 0.502, -0.323, -0.780, -0.511, 0.063, 0.913, -1.028, 0.293, 0.278, 0.985, 0.256, 0.478

=====

Below is C40H26BrF4N6OPS3Ti as an isolated structure at a distorted geometry, with properties calculated with ωB97M-V/def2-TZVPD.

Calculated values
⟨S²⟩ = 2.022
spin multiplicity = 3
HOMO (alpha / beta) = 0.246 / -0.949 eV
strongest force on any atom = 15.029 eV Å⁻¹
frontier orbital gap (alpha / beta) = 3.72 / 4.91 eV
LUMO level (alpha / beta) = 3.96 / 3.96 eV
net charge = -2
calculated total energy = -198695.750 eV

```
83
C40H26BrF4N6OPS3Ti (ωB97M-V/def2-TZVPD)
C -3.511 0.809 3.584
C -3.879 -0.797 1.831
C 0.343 -1.773 -3.464
H 0.347 0.832 3.314
C -1.574 2.914 -1.609
H -1.909 2.194 3.302
H -0.077 0.627 1.222
H -1.751 -1.718 3.533
C -2.198 3.962 -2.289
H -1.528 -0.176 -0.970
C 3.710 0.097 -3.576
H 2.098 1.867 4.684
C -1.453 -5.092 0.454
H 1.156 3.703 0.184
H -2.553 -0.700 0.155
H -2.404 -2.044 -1.487
C -2.437 1.348 2.868
H -0.503 -5.491 0.083
C 4.972 0.663 -3.821
N 2.114 -5.020 1.079
H -2.181 -5.107 -0.364
H 0.639 -2.845 -5.329
C 1.563 -1.005 -3.369
C 0.866 1.703 2.920
C 2.395 -1.682 0.321
C -1.468 -2.075 2.555
H -1.812 -5.726 1.271
C -0.719 -2.816 -0.034
N -1.260 -3.721 0.887
C 2.963 0.422 -2.441
H 5.540 0.399 -4.709
H -3.786 1.234 4.546
F -2.244 3.976 -3.629
S 2.824 -1.042 -4.517
N 1.738 -0.216 -2.336
H 2.927 1.605 -0.634
C 2.598 3.366 3.225
S 1.466 -2.183 -1.147
C -1.742 -2.222 -2.329
C -2.105 -3.107 -3.343
Br -0.749 1.523 -2.594
Ti 0.233 -0.176 -0.970
P -0.710 1.457 0.586
C -2.771 5.006 -1.580
C -1.520 2.887 -0.205
H 2.905 4.703 1.567
C 0.541 2.223 1.659
N -0.539 -1.512 0.366
C 1.873 2.279 3.703
C 2.325 3.872 1.959
C -0.518 -1.556 -2.391
H 6.456 2.026 -3.061
F -2.026 4.044 1.821
O -0.407 -3.178 -1.167
C -0.017 -2.660 -4.483
F -3.246 6.034 0.489
C -2.711 5.013 -0.198
H -3.059 -3.626 -3.295
C -2.089 3.970 0.484
C 3.782 -2.211 2.319
C -4.232 -0.263 3.065
H -2.058 -4.086 2.806
H -1.528 -4.017 -5.209
H 3.386 3.807 3.830
C 3.498 1.345 -1.520
C -1.244 -3.327 -4.419
H -0.412 0.349 2.857
H -5.068 -0.678 3.621
H 5.162 2.626 -1.040
C -2.804 -0.259 1.119
F -3.367 6.014 -2.233
C 2.476 -3.924 1.148
H -4.439 -1.633 1.419
C 5.480 1.575 -2.891
N -0.673 0.157 1.898
C -0.882 -1.152 1.562
C 4.754 1.914 -1.754
C -2.061 0.824 1.624
C -1.629 -3.334 2.152
C 1.313 3.300 1.182
N 4.476 -1.999 3.223
C 2.913 -2.554 1.213
S 2.022 0.042 0.716
```

Charges obtained by Mulliken population analysis, quoted in units of e: -0.984, -0.435, 1.122, 0.070, 0.106, 0.341, -1.558, 0.424, 0.287, 0.291, 0.986, 0.449, -1.098, 0.411, 0.136, 0.145, -0.432, 0.272, -0.835, -0.776, 0.293, 0.360, 0.242, 0.647, 1.226, -0.939, 0.368, -1.233, 0.851, -0.952, 0.357, 0.388, -0.337, -0.546, 1.673, 0.027, -0.557, -0.756, -0.559, -0.832, -0.064, -0.846, 2.862, 0.462, -1.060, 0.434, 0.408, 0.993, -1.140, -0.840, 0.750, 0.353, -0.332, -0.524, -0.936, -0.334, 0.255, 0.443, 0.126, -0.015, -1.007, 0.324, 0.338, 0.383, -0.091, -0.972, 0.549, 0.285, 0.410, -0.454, -0.324, 0.062, 0.427, -0.401, 1.522, -0.713, -1.106, 1.196, -0.787, -0.626, -0.789, 0.885, -0.752